(1)
ORCA calculation (ωB97M-V/def2-TZVPD) on a cluster of 2 separate species, C2H7N2O in total.

```
12
Properties=species:S:1:pos:R:3:forces:R:3
C 0.567806 1.706147 -1.943937 0.412 -0.007 0.567
O -0.321872 1.092370 -1.117834 0.028 0.064 -0.265
H 0.301090 1.719836 -3.016777 -0.236 0.006 -0.265
H 0.762662 2.775800 -1.674461 -0.054 0.012 -0.113
H 1.596528 1.249363 -1.935199 -0.133 -0.004 0.018
N -0.680027 -1.982716 2.141486 -0.400 -0.324 -0.371
C -0.544134 -1.034745 1.109150 0.416 0.515 0.317
N 0.502346 -0.878213 0.442130 0.164 -0.002 -0.431
H 0.165651 -2.468937 2.380686 0.246 0.116 0.020
H -1.244666 -1.718605 2.925549 -0.095 0.125 0.142
H -1.415496 -0.385824 0.971222 -0.238 -0.151 0.039
H 0.310112 -0.074478 -0.282010 -0.110 -0.348 0.345
```
Positions in Å, forces in eV/Å.

For the relative energy (zero: lowest compared OMol25 entry of this formula, charge and spin), the calculation gives 17.8 kcal per mole. Its total energy is -7214.607 eV. The molar mass comes out at 75.09 Da. As for the net charge: -1.



(2)
ORCA calculation (ωB97M-V/def2-TZVPD) on a structure of composition C59H60Cl3N4OPSScSe.

```
131
Properties=species:S:1:pos:R:3:forces:R:3
Sc -0.682513 -0.064462 1.340736 0.476 -0.055 0.234
C 3.668082 -1.502025 6.298932 0.010 -0.002 -0.003
C 2.941105 -2.410057 5.538128 -0.013 -0.016 -0.012
C 1.801371 -1.997765 4.867977 0.041 -0.007 0.000
C 1.374603 -0.672321 4.961777 0.083 0.066 -0.018
C 2.105405 0.234686 5.721410 0.031 -0.023 0.043
C 3.249978 -0.183500 6.389306 -0.014 0.000 -0.004
P -0.093200 -0.194418 4.013982 -0.467 0.024 -0.162
C -0.545925 1.478984 4.553516 0.067 0.047 0.132
C -1.657578 1.759419 5.341635 -0.035 -0.005 -0.020
C -1.966211 3.073920 5.666770 0.014 0.021 0.016
C -1.159594 4.111356 5.222694 -0.018 0.024 0.003
C -0.047537 3.838307 4.436478 0.008 -0.012 -0.015
C 0.248262 2.530932 4.091706 -0.010 0.026 -0.004
C -1.404239 -1.309229 4.573584 0.095 -0.002 0.070
C -1.571217 -1.618559 5.899687 -0.008 -0.040 0.041
C -2.583535 -2.508816 6.305573 0.001 0.012 -0.032
C -3.385529 -3.090407 5.363786 0.020 0.010 0.002
C -3.217252 -2.812266 3.986198 -0.058 -0.049 0.021
C -4.015453 -3.463854 3.011947 -0.012 -0.022 -0.017
C -3.833064 -3.203131 1.688286 0.041 0.036 0.055
C -2.854831 -2.259993 1.282125 -0.068 -0.047 -0.043
C -2.031034 -1.598215 2.168293 -0.238 0.092 0.125
C -2.223313 -1.895337 3.563587 0.078 -0.086 -0.030
H 4.558615 -1.825620 6.822449 -0.017 0.004 -0.005
H 3.261349 -3.442092 5.469301 -0.002 0.024 0.005
H 1.232407 -2.711161 4.280935 0.001 0.014 0.004
H 1.780554 1.263950 5.807142 0.002 -0.024 0.000
H 3.809024 0.525132 6.986943 -0.002 -0.013 -0.008
H -2.291014 0.955579 5.694294 0.010 0.009 -0.012
H -2.836427 3.284757 6.275858 0.022 -0.003 -0.019
H -1.400276 5.134980 5.482832 0.004 -0.032 -0.002
H 0.581705 4.645301 4.080892 -0.019 -0.011 0.010
H 1.102996 2.323868 3.456086 -0.015 -0.014 0.009
H -0.911702 -1.184495 6.643330 -0.009 0.003 0.000
H -2.713858 -2.735431 7.355629 0.009 0.000 -0.011
H -4.158837 -3.790636 5.659498 0.016 0.015 -0.002
H -4.763237 -4.176654 3.342084 0.017 0.023 -0.022
H -4.434208 -3.717012 0.949870 -0.026 -0.003 -0.028
H -2.786398 -2.059828 0.213481 0.009 0.006 0.011
C -1.982160 5.034327 -0.566662 -0.020 -0.003 0.005
C -2.687478 4.238161 0.542125 0.067 0.016 -0.027
C -2.738647 5.075752 1.825883 -0.002 0.007 0.019
C -4.110288 3.879670 0.096256 -0.024 0.005 -0.030
C -1.928455 3.002352 0.791754 0.079 -0.037 -0.009
C -1.283272 1.984512 0.988389 -0.257 0.083 0.083
H -2.530594 5.955255 -0.776206 0.007 -0.012 0.012
H -1.930525 4.449320 -1.487247 0.002 0.007 0.001
H -0.967062 5.299119 -0.264944 -0.004 0.005 -0.001
H -3.298621 5.996495 1.645653 0.011 -0.021 0.009
H -1.732398 5.337813 2.155663 -0.003 0.002 0.002
H -3.223780 4.521654 2.630284 0.004 0.002 -0.007
H -4.684287 4.792307 -0.080794 0.014 -0.022 0.002
H -4.619908 3.292743 0.860680 0.009 0.003 -0.001
H -4.091668 3.297622 -0.826940 -0.005 0.003 0.022
Cl -5.546567 -5.894109 -0.905625 0.014 0.014 0.000
C -4.478652 -4.980638 -1.916635 -0.031 -0.041 0.035
C -3.559327 -5.640071 -2.718786 -0.013 0.002 0.003
C -2.720304 -4.894302 -3.525979 0.030 -0.020 -0.006
C -2.768970 -3.501467 -3.545203 -0.037 -0.002 0.057
C -1.818597 -2.741013 -4.440976 0.009 0.055 0.078
C -0.436084 -2.548310 -3.803316 0.063 0.035 0.097
N -0.461194 -1.521756 -2.771571 -0.088 0.005 -0.098
C -0.533660 -0.167488 -3.014644 0.002 -0.065 -0.048
C -0.650635 0.427576 -1.802347 0.032 0.014 0.093
N -0.638161 -0.545033 -0.816639 -0.247 -0.086 -0.401
C -0.550724 -1.703928 -1.446964 0.176 -0.022 -0.005
O -1.604650 -3.426472 -5.654820 0.071 0.002 -0.077
C -2.211985 -2.803403 -6.786484 -0.012 -0.016 -0.014
C -1.731271 -1.395208 -7.005834 -0.012 0.006 0.090
C -0.442917 -1.043477 -7.282072 0.024 -0.045 -0.059
Cl 0.881573 -2.109255 -7.525448 -0.018 0.013 0.056
S -0.224077 0.649680 -7.419427 0.026 0.038 0.032
C -1.880590 0.928980 -7.091104 -0.047 0.006 -0.008
C -2.555351 -0.234619 -6.895250 -0.047 -0.009 0.030
C -3.699125 -2.879022 -2.718751 -0.011 0.043 -0.041
Cl -3.840984 -1.141723 -2.674172 0.045 -0.016 0.002
C -4.563058 -3.601092 -1.909479 0.027 0.004 0.017
H -3.515502 -6.720291 -2.712779 0.005 0.017 -0.009
H -2.017825 -5.397639 -4.179113 -0.015 0.019 0.009
H -2.225836 -1.745302 -4.624778 -0.018 0.040 -0.035
H 0.266467 -2.238340 -4.575985 -0.009 0.013 -0.046
H -0.073415 -3.474306 -3.356943 -0.026 -0.042 -0.041
H -0.498970 0.230750 -4.017905 0.004 -0.011 0.053
H -0.756972 1.469083 -1.544578 0.003 -0.046 -0.018
H -0.529645 -2.678807 -0.980779 -0.022 0.051 -0.015
H -3.300374 -2.801138 -6.674718 -0.023 0.001 -0.001
H -1.959435 -3.441049 -7.631602 0.023 -0.011 -0.009
H -2.272906 1.934169 -7.075997 0.038 -0.041 0.003
H -3.615799 -0.281126 -6.681195 0.046 0.002 -0.008
H -5.287263 -3.090088 -1.290383 0.007 -0.013 -0.018
C 5.910047 -0.244722 -1.176426 0.003 0.029 0.027
C 5.609070 -1.722741 -1.420119 0.011 -0.017 -0.016
C 4.415975 -2.268878 -0.631213 0.014 -0.016 0.025
C 3.046786 -2.012251 -1.246457 0.031 0.074 -0.069
N 2.719047 -0.592859 -1.382490 -0.095 -0.009 -0.047
C 2.355878 0.223936 -0.375165 0.020 -0.038 0.064
Se 2.034332 -0.334191 1.388960 0.122 0.142 -0.106
N 2.210453 1.469798 -0.864945 -0.005 -0.002 -0.027
C 1.834677 2.681839 -0.128820 0.087 -0.042 -0.095
C 2.999815 3.657501 -0.002786 -0.026 0.030 0.011
C 4.169486 3.139319 0.831469 0.005 -0.015 -0.017
C 3.844564 3.020454 2.317101 0.007 0.059 0.029
C 2.438106 1.442467 -2.236684 -0.028 0.044 0.023
C 2.330027 2.432685 -3.204790 0.007 0.043 0.018
C 2.572411 2.055782 -4.513120 -0.014 0.019 -0.025
C 2.912035 0.738497 -4.845393 0.002 -0.006 -0.024
C 3.014902 -0.246808 -3.879809 -0.006 -0.038 -0.024
C 2.758538 0.132499 -2.568336 0.072 -0.057 0.032
H 6.827831 0.054339 -1.684235 -0.015 -0.021 0.008
H 6.046448 -0.054169 -0.108625 -0.004 -0.012 -0.023
H 5.118328 0.416205 -1.532860 0.006 -0.013 -0.006
H 6.490977 -2.299937 -1.135375 -0.005 0.006 0.004
H 5.468342 -1.912649 -2.490342 -0.020 0.027 0.015
H 4.428134 -1.866181 0.384595 -0.009 0.001 0.012
H 4.500677 -3.353755 -0.526426 0.020 0.012 -0.041
H 2.267493 -2.473120 -0.642287 -0.043 -0.010 0.059
H 2.991803 -2.432737 -2.251738 -0.004 -0.028 0.024
H 1.455129 2.368143 0.839326 0.008 0.002 0.037
H 0.995157 3.128962 -0.663685 -0.009 0.031 0.038
H 2.605291 4.569485 0.455720 -0.013 -0.011 -0.012
H 3.343036 3.943007 -1.000724 0.033 -0.038 0.014
H 5.012209 3.820967 0.699843 -0.009 0.011 -0.001
H 4.506142 2.173818 0.437194 -0.022 -0.007 0.034
H 3.480101 3.974648 2.708938 0.018 -0.024 -0.015
H 4.728625 2.744962 2.893496 -0.016 -0.017 -0.025
H 3.084762 2.261668 2.509205 0.025 -0.022 -0.032
H 2.068302 3.451883 -2.952412 0.003 -0.030 -0.004
H 2.503873 2.795788 -5.299599 -0.005 -0.010 0.015
H 3.101170 0.487055 -5.881040 -0.002 -0.002 0.021
H 3.284453 -1.261484 -4.144320 -0.015 0.034 0.009
```
Positions in Å, forces in eV/Å.

For the relative energy (zero: lowest compared OMol25 entry of this formula, charge and spin), the calculation gives 0.0 kcal per mole. Its total energy is -213901.024 eV. The molar mass comes out at 1134.47 Da. As for the net charge: +1.



(3)
ORCA calculation (ωB97M-V/def2-TZVPD) on the molecule C2H4INO at a distorted geometry.

```
9
Properties=species:S:1:pos:R:3:forces:R:3
C -0.681989 0.427846 -0.042195 2.148 1.612 3.284
O 0.443216 -0.471620 -0.008012 -0.520 -0.479 -0.194
N 1.583278 0.208899 -0.266768 6.110 -2.367 2.885
C 2.692930 -0.452792 0.380406 -4.676 4.482 -4.057
I 4.674983 0.230482 0.135429 -1.256 -0.352 0.071
H -1.477398 0.030993 -0.577162 -1.367 -0.950 -0.848
H -0.326309 1.380855 -0.467236 -0.348 -0.375 0.071
H -0.911245 0.606807 1.092283 -0.132 -0.168 -2.164
H 2.447308 -1.306837 0.925251 0.041 -1.403 0.952
```
Positions in Å, forces in eV/Å.

For the relative energy (zero: lowest compared OMol25 entry of this formula, charge and spin), the calculation gives 67.2 kcal per mole. Its total energy is -13773.507 eV. The molar mass comes out at 184.96 Da. As for the net charge: 0.